Entry from the OMol25 dataset: a cluster of 3 separate species, C4H14NO2 in total in a non-equilibrium geometry (ωB97M-V with the def2-TZVPD basis set).

Output
Spin multiplicity: 1
Electronic energy, hartree: -365.7309
Net charge: +1
Energy relative to the best compared isomer or geometry (same formula, charge and spin), kJ/mol: 262.0
HOMO level, eV: -14.15
HOMO-LUMO gap, eV: 11.1

Cartesian coordinates (Å):
C1 -2.8921 1.2860 -0.7447
C2 -1.4295 0.8266 -0.3998
C3 -0.8733 -0.1181 -1.4896
C4 0.1983 -0.8174 -1.1752
N1 1.2568 -0.6116 -0.1113
H1 -3.1175 1.0378 -1.7837
H2 -3.6030 1.0193 0.0487
H3 -3.0361 2.3640 -0.5878
H4 -0.8719 1.7739 -0.2987
H5 -1.4501 0.2356 0.5196
H6 -1.6908 -0.7357 -1.8887
H7 0.3942 -1.7288 -1.7487
H8 1.0654 -1.4535 0.4378
H9 1.1388 0.1075 0.6239
H10 2.1673 -0.6985 -0.5499
H11 0.2192 2.0885 2.1379
H12 1.6070 2.1171 2.3688
O1 0.9973 1.6420 1.7914
H13 3.9746 -2.4784 0.9177
H14 2.9509 -3.4152 0.9330
O2 2.9945 -2.4410 0.9994

Force components x, y, z for each atom (eV/Å):
0.40 0.80 1.09
-0.97 1.31 -1.26
-1.23 -0.45 3.91
0.97 -0.57 -1.56
-2.36 -0.86 -0.42
-0.57 -0.09 0.43
-0.07 -1.14 -0.75
0.67 0.06 -0.70
0.32 -0.77 0.18
0.18 0.37 0.07
0.67 0.59 -1.21
0.39 0.25 0.44
0.99 -0.26 0.07
0.18 0.91 -0.70
0.34 0.19 0.52
-0.90 -0.35 -0.47
0.95 -0.41 -0.24
-0.02 0.55 0.62
-0.48 1.18 0.22
-1.11 0.25 0.19
1.68 -1.55 -0.41